77
Properties=species:S:1:pos:R:3:forces:R:3:lowdin_charge:R:1 method="wB97M-V/def2-TZVPD" fmax_ev_per_a=4.5 total_charge=+1 spin_multiplicity=2 e_lumo_ev="-4.781 / -8.892" homo_ev="-10.91 / -10.91" total_energy_ha=-1737.5249 orbital_gap_ev="6.1 / 2.0" relative_energy_kcal_mol=9.4
N -5.49574 1.33520 -0.29628 -0.059 -0.038 -0.698 0.049
C -4.33405 1.28571 -0.99904 -1.717 -0.092 1.943 -0.166
C -4.12723 2.01186 -2.12131 0.366 0.477 -0.499 -0.114
C -5.16760 2.74818 -2.65073 -1.836 -0.162 0.014 -0.068
C -6.46863 2.72605 -2.03689 2.524 -0.553 0.428 -0.038
C -6.53692 2.04151 -0.79659 0.992 -0.639 -1.610 -0.140
H -3.55879 0.63109 -0.62911 0.065 -0.012 0.307 0.082
H -3.12506 1.97396 -2.52209 -0.071 0.147 -0.541 0.097
H -5.00250 3.19618 -3.61946 -0.222 0.414 0.011 0.096
H -7.32089 3.19300 -2.50807 -0.007 0.046 0.128 0.093
H -7.50308 1.86305 -0.34816 0.027 0.354 0.512 0.097
N -0.31392 -2.05027 -3.96423 -0.180 0.616 0.555 0.023
C 0.26187 -2.35867 -5.13564 -2.502 1.250 -0.509 -0.163
C -0.48060 -2.19617 -6.33145 0.611 0.666 1.002 -0.068
C -1.73821 -1.56858 -6.29277 -0.267 -0.804 0.601 -0.070
C -2.34300 -1.22151 -5.06406 2.219 -1.056 0.538 -0.042
C -1.56540 -1.51368 -3.90521 0.225 -0.533 -1.893 -0.132
H 1.30639 -2.63188 -5.16293 0.004 -0.443 0.217 0.091
H 0.02884 -2.47112 -7.24319 -0.374 0.000 -0.308 0.094
H -2.31251 -1.49762 -7.20466 0.061 0.264 -0.152 0.101
H -3.34213 -0.82881 -4.94599 0.034 0.111 -0.252 0.099
H -2.01475 -1.35113 -2.93668 0.351 0.068 0.261 0.078
N 5.10056 0.73616 -1.86498 -2.068 -0.677 -0.825 0.123
C 3.87632 0.18102 -1.60492 1.466 1.222 -0.870 0.031
C 2.80017 0.11696 -2.61109 1.125 0.026 -0.909 0.095
C 3.10093 0.54136 -3.92390 1.126 0.245 0.844 0.012
C 4.41551 0.95989 -4.19531 -2.440 -0.092 -0.340 0.049
C 5.32533 1.10019 -3.13561 0.972 -0.641 1.668 -0.032
H 3.80991 -0.20899 -0.59999 -0.491 -0.292 0.012 0.132
H 1.86851 -0.40974 -2.46618 -0.263 0.016 0.564 0.111
H 2.35431 0.55284 -4.70417 -0.101 -0.205 0.041 0.128
H 4.64717 1.32938 -5.18335 0.284 -0.108 -0.054 0.133
H 6.31456 1.49118 -3.32255 0.049 0.360 -0.053 0.137
N -0.75980 -0.19635 -0.55853 1.855 -0.042 0.955 0.063
C 0.15144 0.66548 0.01461 -0.552 -1.057 -1.018 -0.157
C 0.69345 0.51753 1.26548 0.026 -0.737 1.098 -0.083
C 0.33314 -0.58667 2.05655 -0.874 -0.113 -1.088 -0.040
C -0.47995 -1.54826 1.44461 0.849 0.267 -0.078 -0.044
C -0.93386 -1.33485 0.13467 -0.938 1.356 0.431 -0.148
H 0.54989 1.45504 -0.60526 -0.552 0.451 -0.193 0.087
H 1.38012 1.23688 1.68671 -0.067 0.318 -0.197 0.055
H 0.63040 -0.63313 3.09380 0.145 -0.280 -0.007 0.096
H -0.72945 -2.49471 1.90109 -0.079 0.079 0.278 0.096
H -1.66887 -2.01949 -0.26210 0.136 -0.284 -0.293 0.097
N 2.56216 3.25452 1.94770 1.373 -0.192 0.197 0.045
C 3.32618 2.99949 0.86688 1.251 0.985 0.738 -0.162
C 4.67080 3.44922 0.69572 -2.493 -0.387 1.308 -0.053
C 5.21780 4.27173 1.72127 -0.698 -0.331 -1.248 -0.066
C 4.45001 4.57604 2.84843 -1.008 -1.652 -1.275 -0.030
C 3.16178 3.93116 2.93279 1.032 1.478 -0.234 -0.124
H 2.83321 2.42614 0.09575 -0.035 -0.104 -0.297 0.065
H 5.08048 3.10805 -0.24352 0.844 0.450 0.175 0.070
H 6.17805 4.71902 1.51094 0.175 0.062 0.398 0.102
H 4.80786 5.27357 3.59126 -0.097 -0.215 0.192 0.104
H 2.58631 4.11580 3.82786 -0.242 -0.103 0.057 0.102
N 3.67667 0.05797 7.22312 -1.530 0.599 -1.868 0.067
C 2.50005 0.67445 6.78612 2.964 -0.239 2.022 -0.115
C 2.16281 0.90060 5.47791 -1.409 0.582 1.826 -0.122
C 2.96515 0.41181 4.53894 3.521 -1.299 -2.424 -0.107
C 4.24128 -0.15659 4.87159 -1.591 0.432 1.016 -0.043
C 4.51941 -0.33505 6.23622 -1.379 0.344 -0.231 -0.152
H 1.95806 1.17080 7.57750 -0.308 -0.352 0.178 0.101
H 1.29437 1.51380 5.28764 -0.225 -0.240 -0.298 0.112
H 2.69251 0.51269 3.49880 0.155 0.126 -0.219 0.072
H 5.01296 -0.44238 4.17214 -0.339 -0.078 -0.360 0.091
H 5.41871 -0.86602 6.51140 0.173 0.183 0.326 0.098
N -3.95162 -5.58288 2.62028 -0.241 2.389 -0.355 0.043
C -5.12444 -5.96824 2.10310 0.744 1.124 -0.863 -0.154
C -5.86675 -5.17896 1.17802 0.769 1.823 -0.549 -0.045
C -5.41829 -3.84713 0.83240 0.610 -3.139 1.923 -0.049
C -4.22961 -3.46221 1.47421 -0.716 1.137 -0.372 -0.119
C -3.53912 -4.26994 2.34306 -1.292 -2.996 0.590 -0.131
H -5.41608 -6.94900 2.44874 -0.416 -0.128 -0.358 0.098
H -6.74536 -5.52626 0.65474 -0.190 -0.361 0.406 0.087
H -5.95241 -3.14535 0.20899 -0.104 -0.271 -0.137 0.099
H -3.97430 -2.42362 1.32403 0.548 0.130 0.156 0.086
H -2.72490 -3.98131 2.99125 0.303 0.352 -0.444 0.089



82
Properties=species:S:1:pos:R:3:forces:R:3:lowdin_charge:R:1 method="wB97M-V/def2-TZVPD" fmax_ev_per_a=2.2 total_charge=-1 e_lumo_ev=1.380 homo_ev=-4.03 total_energy_ha=-2792.4146 orbital_gap_ev=5.4 relative_energy_kcal_mol=0.0
Pd -0.33604 -1.62847 0.00926 1.228 -1.841 -0.191 0.460
S -1.65115 -3.51821 0.08291 0.251 0.208 -0.105 0.646
C -1.04960 -4.40307 1.46022 -0.029 -0.031 0.167 -0.678
C -1.44872 -5.73514 1.61324 0.007 0.060 -0.041 -0.080
C -1.10289 -6.48424 2.72877 -0.137 -0.198 -0.084 -0.211
C -1.53692 -7.85325 2.82313 0.022 0.129 -0.025 -0.193
N -1.88789 -8.94876 2.86634 0.008 0.056 0.022 0.138
C -0.32877 -5.89417 3.73691 0.119 -0.036 0.185 -0.212
C 0.10871 -4.58713 3.57736 -0.066 0.037 0.003 -0.083
C -0.22359 -3.82306 2.45436 -0.073 0.018 -0.004 -0.706
S 0.35259 -2.18423 2.33747 -0.080 0.299 0.036 0.559
C -0.00675 -6.60897 4.94332 0.010 0.061 -0.133 -0.193
N 0.24611 -7.15655 5.92369 0.008 0.011 -0.033 0.137
H -2.06006 -6.18662 0.84162 0.037 -0.005 0.002 0.108
H 0.71369 -4.13527 4.35233 -0.018 0.012 0.005 0.104
C 3.89744 -3.61920 -2.54972 -0.049 -0.005 0.085 -0.128
N 3.22095 -3.44865 -1.28099 -0.075 0.050 -0.003 -0.252
C 3.38519 -2.10472 -0.76699 0.001 -0.024 0.015 -0.120
C 1.80956 -3.86988 -1.26380 0.092 -0.041 -0.161 -0.170
C 0.89335 -3.20248 -2.27484 0.089 0.170 -0.040 -0.254
C 0.90495 -3.66071 -3.59530 -0.033 0.029 0.027 -0.077
C 0.10826 -3.08814 -4.57710 0.053 -0.082 -0.023 -0.114
C -0.72975 -2.03668 -4.24123 0.004 0.087 0.062 -0.114
C -0.77055 -1.58306 -2.92613 0.258 -0.048 -0.149 -0.132
C 0.03739 -2.14589 -1.92905 -0.973 0.349 -0.107 -0.243
H 4.96482 -3.42632 -2.40917 -0.025 -0.015 -0.010 0.074
H 3.53104 -2.94665 -3.34116 -0.007 -0.021 -0.019 0.080
H 3.78007 -4.64962 -2.89313 -0.001 0.022 -0.016 0.079
H 4.44843 -1.84683 -0.75687 -0.028 -0.009 0.006 0.079
H 3.00920 -2.07615 0.25783 -0.036 0.040 -0.019 0.060
H 2.84828 -1.34345 -1.35856 0.033 -0.012 0.003 0.079
H 1.43784 -3.66234 -0.26398 -0.071 -0.071 0.142 0.076
H 1.78589 -4.95311 -1.41497 0.025 -0.004 -0.024 0.123
H 1.52916 -4.51282 -3.85114 0.001 0.055 0.015 0.100
H 0.12924 -3.47628 -5.59028 -0.002 0.013 0.047 0.089
H -1.37439 -1.58912 -4.99213 0.029 -0.014 0.032 0.089
H -1.46694 -0.79095 -2.67077 -0.019 -0.098 0.044 0.060
N 3.12296 4.58336 0.95404 0.198 -0.141 0.176 0.166
C 3.32344 5.92878 0.74569 -0.008 0.002 -0.009 -0.193
C 4.27825 6.82651 1.21433 0.002 -0.047 0.023 -0.027
C 4.17708 8.12919 0.76738 -0.060 -0.015 -0.039 -0.103
C 3.15540 8.52121 -0.11476 0.007 0.020 0.012 -0.102
C 2.21131 7.62354 -0.57172 -0.027 0.004 -0.026 -0.019
C 2.29961 6.30187 -0.13506 0.046 0.059 0.006 -0.227
N 1.51797 5.20535 -0.44610 -0.262 0.232 -0.240 0.179
C 2.03552 4.21057 0.20912 0.054 -0.171 0.114 -0.274
C 1.55602 2.82261 0.14546 0.039 0.020 0.057 -0.139
C 2.13976 1.79283 0.86470 0.248 -0.120 0.211 0.003
C 1.68017 0.49636 0.70943 0.391 0.012 0.230 -0.139
N 0.69811 0.17542 -0.12468 -0.295 0.359 0.250 -0.040
C 0.10766 1.16770 -0.79269 -0.076 0.144 -0.477 -0.090
C 0.49714 2.48994 -0.68016 -0.198 0.131 -0.251 0.015
H 3.69067 3.97522 1.51576 -0.001 0.010 -0.009 0.149
H 5.06596 6.52175 1.89224 -0.018 0.008 -0.016 0.106
H 4.90132 8.86117 1.10084 -0.017 0.004 -0.006 0.097
H 3.11175 9.55151 -0.44429 0.009 -0.008 0.015 0.096
H 1.42584 7.92265 -1.25406 0.021 -0.008 0.018 0.110
H 2.94622 1.97261 1.56544 -0.001 -0.082 -0.031 0.107
H 2.10616 -0.32013 1.27842 -0.014 -0.007 0.026 0.064
H -0.70452 0.87225 -1.44376 0.040 0.062 0.065 0.089
H -0.00522 3.27077 -1.23601 -0.004 -0.099 -0.052 0.115
C -4.59129 1.60972 -2.14990 0.051 0.036 0.096 -0.047
N -4.39103 1.66443 -0.71772 0.065 -0.089 0.093 -0.096
C -5.03496 2.75916 -0.02014 0.064 -0.093 -0.020 -0.184
C -5.14114 2.43886 1.45307 0.044 -0.014 0.013 -0.163
C -3.75320 2.11703 1.96539 -0.053 -0.137 -0.124 -0.173
N -3.15491 1.04497 1.18463 -0.072 -0.025 -0.023 -0.074
C -2.12277 0.29084 1.88584 0.042 0.189 0.028 -0.066
C -3.36845 0.90268 -0.16291 -0.015 0.199 0.079 -0.462
O -2.71199 0.13802 -0.85655 -0.163 -0.038 0.036 -0.001
H -5.65825 1.51982 -2.36822 0.007 0.022 -0.009 0.085
H -4.07076 0.74355 -2.54188 0.021 -0.026 -0.034 0.082
H -4.20926 2.51158 -2.64348 0.000 -0.013 -0.014 0.089
H -6.02382 2.90759 -0.45834 -0.016 0.004 -0.028 0.117
H -4.47068 3.69371 -0.15602 -0.043 0.032 -0.040 0.125
H -5.78760 1.56947 1.59132 -0.027 0.031 0.021 0.124
H -5.56504 3.28367 1.99839 0.006 -0.015 0.005 0.113
H -3.79649 1.78692 3.00380 0.035 0.006 0.025 0.120
H -3.12228 3.01675 1.92661 0.015 -0.016 0.071 0.126
H -2.56119 -0.24017 2.73158 -0.022 0.040 0.074 0.092
H -1.36474 0.98865 2.26150 0.047 -0.087 0.059 0.091
H -1.60690 -0.47008 1.29200 -0.615 0.473 -0.068 -0.019